(1)
Below is a cluster of 3 separate species, C15H29NO8 in total, with properties calculated with ωB97M-V with the def2-TZVPD basis set.

The geometry in XYZ format:
```
53
Properties=species:S:1:pos:R:3:forces:R:3
H -4.0247 1.8531 -5.0896 0.0 0.1 0.1
H 7.2159 -1.7438 4.6018 0.0 0.0 0.0
C -0.7809 -0.5580 2.8093 0.0 -0.1 -0.1
H 2.1468 0.9469 4.6611 0.0 0.0 0.0
C 0.1802 -1.6359 -3.9307 0.0 0.4 0.3
H -1.9012 2.7475 -5.0168 0.0 0.0 0.0
H -1.5080 1.0323 4.7598 0.0 0.0 0.0
H -3.4126 1.4458 -1.4067 0.0 0.1 0.0
H 2.9170 -0.0006 3.3574 0.0 0.0 0.0
H -0.1431 1.7589 3.8813 0.0 0.0 0.0
C -3.3321 1.2431 -4.5076 0.1 -0.2 0.1
H -0.5772 0.7255 -4.9633 0.1 0.0 0.0
C -2.0745 2.0571 -4.1874 0.1 0.0 -0.1
H -1.9259 -1.2619 -4.1611 0.0 0.0 0.0
H -1.4400 -1.8543 -2.5562 0.0 -0.1 -0.1
H -4.3228 2.5933 -2.3800 -0.1 0.0 0.0
H -2.2220 2.6827 -3.3031 -0.1 0.0 0.0
O 0.4042 -2.4897 -4.7258 0.1 -0.4 -0.5
C -1.1701 -1.1940 -3.3851 0.1 0.2 0.1
N 1.4183 0.9329 -1.8702 0.0 0.1 -0.1
H 6.4703 -2.5891 5.9745 0.0 0.0 0.0
O 4.5971 -1.8048 4.2904 0.0 0.0 0.0
H 1.3109 1.7887 -2.3992 0.1 0.0 0.0
H -1.4856 0.5883 -2.0783 -0.1 -0.2 0.0
C 4.7843 -0.8403 4.9862 0.0 0.0 0.0
C -0.4448 -2.5707 1.6964 0.0 -0.1 -0.1
C -0.8408 0.2108 -2.8740 0.2 0.2 -0.2
O 1.1576 -0.8818 -3.3692 0.0 0.0 0.2
H 1.2855 1.1297 -0.8893 0.1 0.0 0.0
H -3.6517 -0.3156 -3.0231 0.0 0.1 0.1
O -0.0388 -0.8901 3.6972 -0.1 0.0 0.0
O -1.4295 0.6013 2.7260 0.0 0.0 0.0
C 2.7148 0.0521 4.4256 0.0 0.0 0.1
C -4.2511 1.5423 -2.0986 0.1 -0.1 0.0
H -0.7290 -3.1695 2.5588 0.0 0.0 0.0
H -1.7963 2.3715 3.6165 0.0 0.0 0.0
C -0.7957 1.2341 -4.0204 -0.1 0.1 0.2
H -3.0260 0.4320 -5.1771 -0.1 0.0 -0.1
C -1.1967 1.4909 3.8236 0.0 0.1 0.0
O 3.9447 0.1773 5.1552 0.0 0.0 0.0
H 2.1641 -0.8307 4.7377 0.1 0.0 0.0
H -5.1473 1.2819 -1.5366 0.0 0.0 0.0
H 0.0257 1.9374 -3.8557 0.0 0.0 -0.1
O -1.0879 -1.2898 1.7402 0.0 0.1 0.0
C -4.1006 0.6338 -3.3229 -0.1 0.1 0.0
H -0.7925 -3.0416 0.7819 0.0 0.0 0.0
C 6.8690 -1.6377 5.6279 0.0 0.0 0.0
H 0.4012 -0.7925 -1.4633 0.1 0.1 0.1
O 5.8751 -0.6123 5.7195 0.0 0.0 0.0
H 0.6372 -2.4563 1.6704 0.0 0.0 0.0
H 7.6821 -1.3129 6.2696 0.0 0.0 0.0
H -5.1028 0.3835 -3.6767 0.0 -0.1 -0.1
C 0.5504 -0.1009 -2.3002 -0.3 -0.2 0.1
```
Positions in Å, forces in eV/Å.

Values from the calculation:
frontier orbital gap: 10.24 eV
SMILES: CCCCC[C@H]1CC(=O)O[C@H]1N.COC(=O)OC.COC(=O)OC
energy above the lowest of the compared OMol25 structures with the same formula, charge and spin: 0.0 kcal/mol
max |F|: 0.63 eV/Å
2S+1: 1



(2)
Below is the molecule C4H7NO, with properties calculated with ωB97M-V with the def2-TZVPD basis set.

The geometry in XYZ format:
```
13
Properties=species:S:1:pos:R:3:forces:R:3
C -0.4897 1.1912 0.2719 0.0 0.2 0.0
H -0.3398 -1.2547 -1.2901 0.0 0.1 0.2
O 2.5348 -0.8337 -0.2105 0.3 -0.2 0.0
C 0.5893 0.1505 0.1131 0.4 0.2 -0.1
N 1.8428 0.3173 0.1555 -0.6 0.2 0.0
C -0.3949 -0.9469 -0.2401 0.1 -0.2 0.0
H -2.0743 -0.1922 1.0048 0.1 0.1 -0.1
C -1.5364 0.0598 0.0869 -0.2 0.0 0.0
H -2.2672 0.2350 -0.7066 0.1 -0.1 0.1
H -0.4481 1.8700 -0.5847 -0.1 0.1 0.1
H -0.3494 -1.8432 0.3854 0.0 0.1 -0.1
H 3.4521 -0.5327 -0.1783 -0.2 -0.2 0.0
H -0.5191 1.7797 1.1928 0.0 -0.2 -0.1
```
Positions in Å, forces in eV/Å.

Values from the calculation:
frontier orbital gap: 10.55 eV
SMILES: ON=C1CCC1
energy above the lowest of the compared OMol25 structures with the same formula, charge and spin: 68.6 kcal/mol
max |F|: 0.65 eV/Å
2S+1: 1



(3)
Below is the molecule C3H6ClNO at a distorted geometry, with properties calculated with ωB97M-V with the def2-TZVPD basis set.

The geometry in XYZ format:
```
12
Properties=species:S:1:pos:R:3:forces:R:3
N -0.5146 -0.2710 -1.4466 1.3 -2.7 -0.6
O 0.3885 -0.0645 0.7663 -0.8 0.3 -0.8
C 0.1473 -0.6249 -0.4608 1.3 -3.4 0.5
H 0.6807 1.7174 1.7980 -1.8 -1.0 -0.9
H 0.4857 1.9042 0.1232 -0.2 -0.3 -0.3
C 0.0210 1.3201 0.9305 3.6 1.2 0.3
H -0.9974 1.6478 0.9321 -0.9 -0.7 0.5
H -0.8697 0.6055 -1.5144 -1.5 3.3 0.2
H 0.6149 -2.6271 0.3637 0.7 -0.3 1.5
H 0.6076 -2.8843 -1.2492 -0.4 0.7 -0.9
Cl 2.5842 -1.8253 -0.7446 2.2 0.1 0.1
C 0.9514 -2.1578 -0.5266 -3.7 2.7 0.3
```
Positions in Å, forces in eV/Å.

Values from the calculation:
frontier orbital gap: 10.71 eV
SMILES: [H]/N=C(/CCl)OC
energy above the lowest of the compared OMol25 structures with the same formula, charge and spin: 53.0 kcal/mol
max |F|: 4.65 eV/Å
2S+1: 1



Question: Among the records above, which one has the lowest energy above the lowest of the compared OMol25 structures with the same formula, charge and spin?
Answer: C15H29NO8



Question: The lowest frontier orbital gap belongs to which entry?
Answer: C15H29NO8



Question: What is the energy above the lowest of the compared OMol25 structures with the same formula, charge and spin in the third record?
Answer: 53.0 kcal/mol



Question: What is the max |F| in the first record?
Answer: 0.63 eV/Å